{
  "formula": "C16H16IKN4OS2Se",
  "method": "the ωB97M-V functional and the def2-TZVPD basis",
  "multiplicity": 1,
  "homo_energy_ev": -2.14,
  "energy_ha": -5009.184373,
  "charge": -2,
  "elements": ["K", "S", "C", "C", "N", "C", "S", "C", "N", "C", "N", "C", "Se", "N", "C", "C", "C", "C", "C", "C", "H", "H", "H", "H", "H", "H", "H", "H", "C", "C", "C", "O", "C", "H", "H", "H", "H", "H", "H", "H", "H", "I"],
  "coordinates": [[-0.839, 3.245, -0.730], [-2.717, 3.413, -3.556], [-3.561, 1.929, -3.585], [-4.810, 1.958, -4.318], [-5.796, 2.020, -4.908], [-3.200, 0.725, -3.047], [-1.650, 0.490, -2.228], [-3.995, -0.439, -3.234], [-4.612, -1.402, -3.391], [0.050, 0.606, 3.609], [-0.575, -0.248, 2.638], [-1.643, 0.070, 1.812], [-2.643, 1.627, 2.031], [-1.845, -0.878, 0.909], [-0.879, -1.829, 1.130], [-0.613, -3.015, 0.457], [0.463, -3.783, 0.881], [1.265, -3.385, 1.954], [1.012, -2.201, 2.639], [-0.066, -1.444, 2.212], [-0.560, 1.502, 3.709], [1.052, 0.886, 3.273], [0.119, 0.101, 4.577], [-2.102, -0.129, -1.099], [-1.228, -3.315, -0.382], [0.693, -4.708, 0.365], [2.102, -4.005, 2.254], [1.640, -1.882, 3.460], [3.238, 1.512, -0.851], [2.792, 0.200, -1.512], [1.601, -0.257, -0.646], [1.414, 0.736, 0.360], [2.667, 1.373, 0.551], [2.784, 2.380, -1.329], [4.320, 1.648, -0.855], [3.590, -0.545, -1.482], [2.505, 0.343, -2.554], [1.800, -1.224, -0.171], [0.670, -0.341, -1.205], [3.316, 0.741, 1.179], [2.492, 2.328, 1.043], [1.749, 5.194, 0.041]]
}